109
Properties=species:S:1:pos:R:3 method="wB97M-V/def2-TZVPD" homo_ev=-10.9948 orbital_gap_ev=5.765 charge=+1 lumo_energy_ha=-0.192
C 1.108 2.674 -2.715
N 0.145 1.671 -3.242
C -1.117 2.464 -3.518
B -0.180 0.637 -2.264
O -0.303 -0.725 -2.550
N -0.470 1.020 -0.784
C 0.592 0.939 0.048
C 0.379 1.330 1.460
S 1.733 1.318 2.670
O 2.554 0.137 2.579
O 2.549 2.481 2.374
F 1.110 1.584 4.152
C -0.980 1.745 1.852
C -1.975 1.741 0.727
N -1.710 1.370 -0.530
H 2.095 2.186 -2.495
H 0.758 3.113 -1.724
H 1.232 3.553 -3.399
H -1.292 3.107 -2.603
H -0.966 3.164 -4.374
H -2.010 1.800 -3.627
H 0.576 -1.170 -2.531
H 1.595 0.627 -0.328
H -1.242 2.051 2.887
H -3.001 2.083 1.010
C 0.850 3.438 8.621
C 1.033 3.015 9.876
C 1.438 1.608 10.174
O 1.612 1.269 11.328
C 1.604 0.692 9.048
C 1.419 1.112 7.797
C 1.040 2.527 7.496
O 0.896 2.885 6.334
O 1.568 0.277 6.745
O 0.861 3.834 10.927
H 0.559 4.454 8.393
H 1.881 -0.328 9.278
H 1.383 0.817 5.958
H 1.054 3.292 11.716
C -3.438 -4.056 -4.741
C -2.937 -3.071 -3.991
C -3.443 -2.807 -2.606
O -2.947 -1.910 -1.942
C -4.528 -3.645 -2.102
C -5.032 -4.629 -2.855
C -4.508 -4.909 -4.226
O -4.983 -5.826 -4.869
O -6.032 -5.410 -2.413
O -1.946 -2.273 -4.459
H -3.077 -4.257 -5.742
H -4.897 -3.434 -1.108
H -6.212 -6.040 -3.138
H -1.750 -1.641 -3.742
C 2.978 -4.650 -3.319
C 2.890 -5.836 -3.937
C 1.565 -6.460 -4.247
O 1.529 -7.526 -4.825
C 0.357 -5.747 -3.827
C 0.452 -4.569 -3.208
C 1.774 -3.934 -2.925
O 1.805 -2.838 -2.371
O -0.632 -3.886 -2.806
O 3.984 -6.515 -4.308
H 3.929 -4.187 -3.093
H -0.595 -6.214 -4.039
H -0.287 -3.075 -2.390
H 3.655 -7.332 -4.732
C 5.724 0.939 9.893
C 7.029 0.647 9.860
C 7.922 1.185 8.789
O 9.106 0.910 8.806
C 7.322 2.025 7.752
C 6.018 2.312 7.785
C 5.132 1.796 8.871
O 3.949 2.099 8.872
O 5.442 3.082 6.839
O 7.596 -0.141 10.788
H 5.067 0.558 10.664
H 7.974 2.394 6.973
H 4.500 3.141 7.088
H 8.541 -0.196 10.543
C -3.536 -4.353 -9.825
C -3.282 -4.326 -11.138
C -1.963 -3.859 -11.669
O -1.767 -3.868 -12.868
C -0.960 -3.402 -10.707
C -1.217 -3.426 -9.397
C -2.524 -3.919 -8.867
O -2.707 -3.940 -7.661
O -0.310 -3.008 -8.491
O -4.197 -4.718 -12.039
H -4.483 -4.690 -9.428
H -0.017 -3.050 -11.103
H -0.737 -3.127 -7.621
H -3.771 -4.605 -12.912
C -3.274 6.666 -0.614
C -2.576 5.646 -0.114
C -2.547 5.362 1.353
O -1.907 4.400 1.765
C -3.283 6.251 2.240
C -3.982 7.280 1.743
C -4.036 7.549 0.273
O -4.695 8.480 -0.140
O -4.664 8.112 2.539
O -1.862 4.818 -0.910
H -3.304 6.880 -1.674
H -3.237 6.044 3.300
H -5.082 8.765 1.944
H -1.454 4.171 -0.307

---

59
Properties=species:S:1:pos:R:3 method="wB97M-V/def2-TZVPD" e_above_lowest_kcal_mol=13.87 homo_ev="-8.4220 / -9.0865" orbital_gap_ev="8.018 / 8.469" spin_multiplicity=3 lumo_energy_ha="-0.015 / -0.023"
Ni 1.688 -0.499 0.499
O 3.135 0.649 2.489
N 2.047 1.102 1.746
C 2.090 2.284 1.307
C 0.942 2.923 0.630
C 1.034 4.306 0.500
C -0.004 5.052 -0.029
C -1.160 4.415 -0.447
C -1.259 3.035 -0.346
C -0.225 2.265 0.183
P -0.422 0.439 0.215
C -1.627 0.118 1.538
C -1.916 -1.218 1.824
C -2.794 -1.541 2.845
C -3.384 -0.534 3.601
C -3.091 0.793 3.333
C -2.212 1.121 2.305
C -1.343 0.131 -1.336
C -2.621 -0.423 -1.375
C -3.255 -0.637 -2.598
C -2.618 -0.299 -3.782
C -1.340 0.247 -3.746
C -0.702 0.456 -2.534
H 3.940 1.030 2.115
H 2.975 2.893 1.476
H 1.937 4.805 0.839
H 0.088 6.128 -0.109
H -1.983 4.988 -0.855
H -2.161 2.539 -0.687
H -1.422 -2.012 1.269
H -2.993 -2.582 3.070
H -4.060 -0.786 4.410
H -3.538 1.579 3.931
H -1.980 2.162 2.112
H -3.134 -0.678 -0.457
H -4.255 -1.053 -2.619
H -3.115 -0.462 -4.731
H -0.838 0.508 -4.671
H 0.311 0.847 -2.501
O 2.125 -3.023 3.805
Cl 1.645 -2.855 2.471
O 0.666 -3.861 2.132
O 1.000 -1.523 2.351
O 2.750 -2.867 1.517
C 4.121 -0.136 -2.530
C 3.353 0.050 -1.250
O 2.169 0.518 -1.305
O 3.857 -0.282 -0.145
H 3.858 0.643 -3.246
H 3.829 -1.101 -2.954
H 5.191 -0.148 -2.336
N 1.649 -4.206 -0.763
C 0.729 -3.229 -0.984
N -0.506 -3.611 -1.393
O 1.004 -2.021 -0.882
H 1.294 -5.101 -0.473
H 2.419 -3.881 -0.201
H -0.734 -4.571 -1.567
H -1.152 -2.889 -1.665

---

| no. | molecular weight (u) |
| --- | --- |
| 1 | 1074.61 |
| 2 | 582.56 |